# 1
Molecular formula: C36H55BrN5O2PbSeSi4Te
Method: DFT, ωB97M-V with the def2-TZVPD basis set

Geometry as XYZ:
```
106
Properties=species:S:1:pos:R:3:mulliken_charge:R:1
Pb 0.498 0.705 -0.609 1.235
Br 1.341 -2.805 7.063 -0.192
C 2.193 -1.149 6.710 0.044
C 3.028 -1.028 5.608 -0.419
C 3.615 0.194 5.328 -0.077
C 3.391 1.285 6.166 -0.524
C 2.601 1.128 7.298 -0.059
C 1.979 -0.080 7.563 -0.529
N 4.086 2.523 6.029 -0.507
N 4.295 3.085 4.945 -0.437
C 3.720 2.709 3.706 0.037
C 4.550 2.850 2.614 -0.326
C 4.174 2.465 1.330 -0.939
C 2.905 1.968 1.057 0.394
O 2.573 1.580 -0.141 -0.560
C 1.977 1.938 2.168 0.083
N 0.703 1.566 1.888 0.181
C -0.200 1.546 2.838 -0.749
C 0.079 1.964 4.149 -1.004
C 1.351 2.360 4.454 -0.786
C 2.372 2.308 3.478 0.862
H 3.224 -1.884 4.978 0.643
H 4.275 0.296 4.475 0.464
H 2.476 1.969 7.968 0.493
H 1.353 -0.197 8.436 0.447
H 5.546 3.234 2.795 0.443
H 4.870 2.546 0.505 0.506
H -1.197 1.218 2.556 0.579
H -0.707 1.990 4.891 0.469
H 1.574 2.738 5.442 0.757
C -7.950 0.030 -0.322 -0.998
Si -6.276 -0.277 -1.083 0.186
C -5.986 0.805 -2.578 -0.981
C -6.133 -2.090 -1.568 -0.455
C -4.902 0.098 0.164 -1.052
Te -2.970 -0.395 -0.677 0.032
C -2.965 -2.405 0.170 -1.115
Si -2.524 -3.707 -1.039 0.210
C -2.273 -5.418 -0.415 -1.098
C 0.597 -2.815 -0.828 0.056
C -2.469 -3.444 -2.838 -0.704
H -8.736 -0.192 -1.047 0.312
H -8.070 1.069 -0.012 0.315
H -8.117 -0.602 0.552 0.314
H -6.679 0.562 -3.386 0.352
H -4.973 0.679 -2.967 0.325
H -6.127 1.860 -2.333 0.312
H -6.909 -2.359 -2.286 0.470
H -6.242 -2.752 -0.706 0.308
H -5.165 -2.275 -2.043 -0.347
H -4.999 -0.450 1.103 0.474
H -4.864 1.159 0.415 0.550
H -3.999 -2.550 0.493 0.674
H -2.323 -2.465 1.051 0.628
H -2.089 -5.439 0.660 0.369
H -1.444 -5.898 -0.935 0.388
H -3.167 -6.019 -0.615 0.446
H -0.073 -3.450 -0.219 -0.223
H 0.026 -2.184 -1.523 0.040
H 1.218 -3.485 -1.428 0.322
H -3.472 -3.465 -3.273 0.490
H -1.875 -4.232 -3.306 0.442
H -2.017 -2.466 -3.065 0.000
C 1.346 -2.889 2.706 -0.958
Si 2.386 -2.605 1.186 0.129
C 3.710 -1.335 1.453 -0.241
C 3.073 -4.228 0.569 -1.191
O 1.352 -1.985 0.005 -0.239
H 1.888 -3.484 3.444 0.377
H 0.426 -3.433 2.472 0.370
H 1.067 -1.944 3.177 0.251
H 4.637 -1.812 1.777 0.584
H 3.424 -0.610 2.218 -0.442
H 3.916 -0.776 0.538 0.190
H 3.839 -4.599 1.252 0.381
H 3.537 -4.118 -0.415 0.340
H 2.303 -5.000 0.494 0.312
N -1.096 4.963 -1.423 -0.082
C -1.131 3.703 -0.941 -0.821
N -0.041 3.033 -1.207 0.086
C 0.784 3.908 -1.910 0.265
C 2.062 3.722 -2.437 -0.515
C 2.627 4.787 -3.104 -1.039
C 1.952 6.011 -3.250 -0.493
C 0.691 6.209 -2.729 -1.030
C 0.125 5.130 -2.057 0.782
H -1.822 5.653 -1.333 0.234
H -1.978 3.310 -0.400 0.596
H 2.588 2.788 -2.299 0.681
H 3.618 4.685 -3.525 0.435
H 2.435 6.820 -3.781 0.413
H 0.170 7.150 -2.839 0.418
C -0.182 0.314 -6.597 -1.021
Si 0.783 -0.451 -5.196 0.271
C 0.836 -2.313 -5.410 -0.920
C 2.482 0.300 -5.024 -0.844
Se -0.359 -0.065 -3.236 -0.329
H 0.228 0.009 -7.564 0.356
H -0.152 1.403 -6.545 0.268
H -1.226 0.003 -6.554 0.283
H 1.438 -2.601 -6.276 0.382
H -0.176 -2.693 -5.566 0.224
H 1.258 -2.796 -4.527 0.201
H 3.066 0.195 -5.942 0.387
H 3.033 -0.176 -4.211 0.232
H 2.389 1.363 -4.799 0.144
```

Output
total energy	-229208.5620	eV
E_HOMO	-9.125	eV
largest force on an atom	0.68	eV/A
orbital gap	4.996	eV
charge	+1

***

# 2
Molecular formula: C36H55CdN4OP2Se
Method: DFT, ωB97M-V with the def2-TZVPD basis set

Geometry as XYZ:
```
100
Properties=species:S:1:pos:R:3:mulliken_charge:R:1
C -1.639 1.959 1.345 -0.188
C -2.643 -0.117 0.864 0.076
C -2.811 2.460 1.904 -0.802
C -3.876 0.404 1.342 -1.156
C -3.956 1.665 1.900 -0.974
H -2.816 3.459 2.360 0.489
H -4.755 -0.225 1.205 0.449
H -4.884 2.040 2.333 0.396
N -1.531 0.710 0.857 0.776
P 0.778 2.828 0.002 -0.325
P -1.015 -2.377 0.331 -0.344
C -0.489 2.966 1.334 -1.476
H -0.913 3.976 1.227 0.462
H 0.030 2.956 2.304 0.706
C 2.634 0.149 -1.533 -0.124
O 3.487 -0.019 -2.282 -0.277
C -2.580 -1.523 0.598 -0.610
H -3.577 -1.932 0.402 0.177
C -0.565 -3.565 -1.310 2.289
C -1.323 -3.362 2.015 1.636
C 0.037 3.933 -1.395 1.956
C 2.394 3.630 0.711 2.054
C 0.564 -3.022 -2.208 -1.580
H 1.536 -3.020 -1.693 0.283
H 0.652 -3.720 -3.062 0.532
H 0.373 -2.020 -2.616 0.051
C -0.112 -4.961 -0.875 -1.982
H 0.900 -4.925 -0.451 0.391
H -0.783 -5.441 -0.156 0.301
H -0.057 -5.603 -1.769 0.524
C -1.856 -3.603 -2.119 -1.866
H -1.729 -4.266 -2.987 0.485
H -2.701 -3.997 -1.546 0.331
H -2.134 -2.615 -2.504 0.346
C -0.057 -4.151 2.386 -1.221
H 0.790 -3.461 2.541 -0.078
H -0.214 -4.727 3.320 0.630
H 0.247 -4.857 1.604 0.150
C -1.601 -2.363 3.171 -1.602
H -0.977 -1.464 3.078 0.040
H -2.648 -2.051 3.195 0.378
H -1.373 -2.804 4.154 0.552
C -2.553 -4.240 1.698 -1.507
H -3.152 -3.819 0.883 0.196
H -2.275 -5.254 1.393 0.337
H -3.222 -4.302 2.567 0.429
C 3.513 3.430 -0.336 -1.592
H 4.488 3.651 0.132 0.484
H 3.547 2.398 -0.719 0.111
H 3.398 4.110 -1.192 0.367
C 2.807 2.930 2.015 -1.985
H 2.121 3.155 2.841 0.375
H 2.851 1.835 1.914 0.175
H 3.815 3.271 2.309 0.630
C 2.197 5.119 1.024 -1.788
H 2.979 5.444 1.728 0.520
H 2.288 5.753 0.135 0.296
H 1.232 5.318 1.509 0.256
C -1.408 3.402 -1.647 -1.694
H -1.688 3.565 -2.697 0.553
H -1.513 2.332 -1.453 0.045
H -2.144 3.930 -1.022 0.336
C 0.893 3.729 -2.662 -1.638
H 1.099 2.669 -2.859 0.233
H 0.356 4.142 -3.532 0.508
H 1.843 4.270 -2.584 0.304
C -0.091 5.436 -1.097 -1.754
H -0.485 5.645 -0.095 0.281
H 0.851 5.972 -1.235 0.348
H -0.803 5.872 -1.818 0.472
Cd 0.577 0.115 -0.137 4.430
N -0.292 0.418 -2.635 -0.866
C -0.933 0.435 -3.627 0.087
C -2.220 0.186 -4.244 0.247
C -2.460 0.319 -5.615 -0.355
C -3.253 -0.225 -3.370 0.196
C -3.773 0.298 -6.086 -0.585
H -1.581 0.401 -6.262 0.453
C -4.563 -0.298 -3.856 -0.893
H -3.002 -0.484 -2.330 0.373
C -4.825 0.019 -5.201 -0.399
H -3.977 0.489 -7.141 0.388
H -5.363 -0.572 -3.165 0.429
H -5.851 0.042 -5.561 0.402
C 2.419 -2.521 4.761 -0.939
N 3.426 -2.116 3.805 0.249
C 4.685 -2.673 3.726 -0.573
C 5.282 -2.153 2.630 -0.512
N 4.387 -1.283 2.048 0.325
C 4.671 -0.598 0.807 -0.445
C 3.210 -1.271 2.748 -0.013
Se 1.634 -0.367 2.415 -0.562
H 1.643 -1.752 4.790 0.328
H 2.878 -2.637 5.749 0.367
H 1.979 -3.483 4.470 0.393
H 5.051 -3.385 4.437 0.481
H 6.245 -2.327 2.197 0.500
H 5.597 -0.017 0.920 0.354
H 4.814 -1.334 0.004 0.386
H 3.841 0.066 0.547 -0.397
```

Output
total energy	-134713.5713	eV
E_HOMO	-8.143	eV
largest force on an atom	3.97	eV/A
orbital gap	5.571	eV
charge	+1